Entry 1:
Here is the molecule C5H6O2 from OMol25. Energies are from wB97M-V/def2-TZVPD.

The geometry in XYZ format:
```
13
Properties=species:S:1:pos:R:3:forces:R:3:mulliken_charge:R:1
O 0.337256 1.704279 -0.054271 -0.41 -0.16 -0.12 -0.50
O -1.893640 -0.708094 -0.877615 1.65 0.52 0.34 -0.50
C -1.039890 -0.435109 -0.061423 1.14 0.52 -0.43 0.28
C -1.017421 -0.476465 2.537355 -0.92 -0.79 -0.23 -0.02
C 0.559469 0.331260 -0.241837 -1.03 -1.06 -0.20 0.22
C 1.075908 -0.091674 -1.605856 -0.38 -0.14 -0.06 -1.13
C -1.229727 -0.604979 1.354026 0.58 0.57 0.44 -0.31
H 2.154118 -0.117824 -1.842152 -0.38 0.46 0.70 0.33
H 0.562969 0.461762 -2.392707 -0.07 -0.13 -0.01 0.29
H 0.740764 -1.127787 -1.614704 0.12 -0.19 -0.66 0.31
H 1.265493 -0.010244 0.551605 -0.94 -0.35 -0.27 0.27
H -0.279652 1.743100 0.692951 0.31 0.45 -0.04 0.37
H -1.235646 -0.668224 3.554631 0.32 0.31 0.54 0.39
```
Forces are in eV/Å.

Calculated values
relative energy (zero: lowest compared OMol25 entry of this formula, charge and spin) = 3.479 eV
E_LUMO = -0.11 eV
orbital gap = 9.622 eV
molar mass = 98.10 g/mol
HOMO = -9.7 eV
strongest force on any atom = 1.8 eV/A

=====

Entry 2:
Here is the molecule C6H9N from OMol25. Energies are from wB97M-V/def2-TZVPD.

The geometry in XYZ format:
```
16
Properties=species:S:1:pos:R:3:forces:R:3:mulliken_charge:R:1
N -0.102693 -0.767106 -0.034847 -0.05 0.02 -0.15 -0.08
C -0.547871 1.401952 -0.091687 -0.24 0.00 0.00 -0.53
C -2.541052 -0.250482 0.147378 -0.17 -0.02 0.00 -1.14
C -1.119618 0.160071 0.012052 -0.10 0.09 -0.05 0.32
C 0.854248 1.222153 -0.194760 0.00 -0.02 -0.12 -0.58
C 2.442736 -0.714366 -0.044317 0.14 0.03 0.32 -1.17
C 1.090648 -0.125433 -0.190638 0.03 0.21 -0.11 0.42
H 2.646947 -0.361347 0.964462 1.13 -0.22 0.03 0.28
H -2.806403 -1.029392 -0.576032 -0.03 0.09 0.07 0.32
H -3.179275 0.615932 -0.037062 -0.01 -0.14 0.05 0.28
H -2.761205 -0.629966 1.152033 -0.02 0.03 -0.12 0.27
H 2.572926 -1.797240 -0.046002 -0.43 0.02 -0.17 0.34
H 1.629551 1.979242 -0.173920 -0.19 -0.09 -0.20 0.39
H -1.075617 2.344052 -0.116314 -0.06 -0.11 0.08 0.40
H 3.116080 -0.281555 -0.793519 0.00 -0.07 0.42 0.28
H -0.219404 -1.766522 0.023168 -0.01 0.18 -0.05 0.20
```
Forces are in eV/Å.

Calculated values
relative energy (zero: lowest compared OMol25 entry of this formula, charge and spin) = 0.321 eV
E_LUMO = 1.02 eV
orbital gap = 8.556 eV
molar mass = 95.14 g/mol
HOMO = -7.5 eV
strongest force on any atom = 1.2 eV/A

=====

Entry 3:
Here is C5H10O2 as an isolated structure from OMol25. Energies are from wB97M-V/def2-TZVPD.

The geometry in XYZ format:
```
17
Properties=species:S:1:pos:R:3:forces:R:3:mulliken_charge:R:1
O 0.264019 -0.950248 0.817057 1.98 0.08 0.73 -0.32
O 2.196087 0.067666 -0.752086 0.94 -0.60 -0.40 -0.61
C -0.102958 0.722818 -0.770745 8.61 0.65 -0.03 0.38
C -0.228352 -2.054307 1.469355 -0.19 -1.54 0.57 -0.83
C -0.660371 -0.301856 0.047847 -2.25 -1.32 0.03 -0.47
C 1.227301 0.961858 -1.059450 0.57 -4.78 -0.47 -0.58
C -0.380353 2.053572 -0.600383 -7.93 2.36 -1.28 -0.84
H -1.419638 1.402208 -1.615929 -1.11 3.16 1.68 0.20
H 1.580148 1.631226 -1.833130 -0.13 0.69 0.57 0.39
H -1.113736 -1.023412 -0.639561 -0.34 -0.38 -0.20 0.35
H -0.576091 -2.817127 0.767413 -0.08 -0.03 -0.17 0.36
H -1.045793 -1.869731 2.169817 -0.16 0.50 -0.06 0.30
H -0.163255 2.946426 -1.122377 1.13 0.06 -1.00 0.43
H -0.480307 2.274444 0.449819 -1.33 0.43 0.38 0.17
H 0.573747 -2.493874 2.049523 0.23 -0.01 0.06 0.27
H -1.476291 -0.012325 0.721646 -0.15 0.70 -0.33 0.35
H 1.805846 -0.537338 -0.098816 0.21 0.05 -0.06 0.46
```
Forces are in eV/Å.

Calculated values
relative energy (zero: lowest compared OMol25 entry of this formula, charge and spin) = 8.420 eV
E_LUMO (spin up / spin down) = 0.47 / 0.75 eV
orbital gap (spin up / spin down) = 6.993 / 7.316 eV
molar mass = 102.13 g/mol
HOMO (spin up / spin down) = -6.5 / -6.6 eV
strongest force on any atom = 8.6 eV/A

=====

Entry 4:
Here is the molecule C22H40N2O from OMol25. Energies are from wB97M-V/def2-TZVPD.

The geometry in XYZ format:
```
65
Properties=species:S:1:pos:R:3:forces:R:3:mulliken_charge:R:1
O -1.504072 -4.956403 -2.901545 -0.15 0.00 -0.51 -0.53
N 0.810587 -1.539391 -2.836039 -0.08 0.06 -0.17 0.18
N 0.467659 -1.155962 -0.012085 0.00 0.00 -0.09 0.42
C -2.932544 2.074307 2.857147 0.13 -0.11 0.08 -1.72
C 0.119849 -3.585045 -1.681022 -0.41 -0.11 -0.03 -1.05
C -1.999388 1.171250 5.007082 0.05 0.25 -0.12 -1.21
C -1.134890 2.345453 5.433692 0.10 -0.22 0.10 -0.82
C 0.174793 -0.698833 1.328689 -0.10 0.15 -0.02 -1.01
C -1.075650 -4.536547 -1.627266 0.30 0.19 0.39 -0.59
C -0.481117 0.694797 1.447154 0.25 -0.20 -0.02 -1.25
C -0.279179 -2.159439 -2.097600 -0.05 -0.29 0.16 0.19
C -2.640968 -0.380372 3.198269 0.13 0.19 0.03 -2.13
C 1.952906 1.040282 -5.076207 0.10 0.06 -0.09 1.31
C -0.689309 -1.338493 -0.861943 -0.02 -0.08 -0.21 -0.96
C 0.298424 2.069620 5.008654 -0.29 0.07 0.02 -0.99
C 0.396341 1.627678 3.571223 0.25 0.04 0.17 2.07
C 1.492406 -0.411881 -0.714447 0.12 -0.11 -0.22 -0.15
C 1.916251 -1.209646 -1.954331 0.15 0.14 0.22 -1.60
C 1.788250 1.799583 3.027516 -0.22 -0.07 -0.09 -2.10
C 1.403169 2.357899 -4.611301 -0.04 -0.16 0.09 -1.35
C -0.632360 1.126662 2.885257 -0.11 0.04 -0.05 -0.49
C 0.414834 -0.432905 -3.695145 0.01 0.09 -0.03 -0.45
C 3.049954 1.155967 -6.094076 -0.10 -0.14 0.07 -1.49
C 1.513396 -0.145597 -4.673076 -0.14 0.07 0.08 -0.87
C -2.028501 0.998699 3.480686 -0.17 -0.04 0.19 1.78
H 3.365140 0.178202 -6.447831 0.05 -0.06 -0.07 0.36
H 1.145372 0.591711 -1.021697 0.03 0.01 0.06 0.19
H 0.128200 1.420951 0.905561 -0.06 0.00 -0.07 0.56
H 0.721028 1.282019 5.642904 0.09 0.05 0.06 0.39
H -1.909360 -4.063619 -1.085359 0.07 -0.08 0.05 0.27
H -1.454532 0.664536 0.959518 -0.02 0.07 -0.07 0.58
H -3.029021 1.930153 1.784001 -0.03 0.01 -0.14 0.41
H 2.490723 1.229588 3.636368 0.12 -0.02 0.04 0.31
H -1.454965 -1.879571 -0.301282 -0.08 0.02 0.01 0.39
H -1.996439 -1.168770 3.580763 0.04 -0.12 0.04 0.40
H 0.606107 2.687364 -5.278537 -0.04 0.11 -0.04 0.27
H 2.079331 2.848914 3.091047 0.08 0.06 0.00 0.52
H -1.187893 2.480310 6.516204 -0.03 0.07 -0.02 0.41
H -2.524332 3.067405 3.025104 0.00 0.12 0.00 0.36
H 1.892725 1.478891 1.997956 0.08 -0.04 -0.13 0.23
H -1.139895 -2.208832 -2.778057 0.04 0.04 0.03 0.41
H 3.912131 1.665138 -5.663163 0.08 0.08 -0.01 0.34
H -3.927844 2.028683 3.294656 -0.15 -0.01 0.03 0.44
H -1.121129 -0.376408 -1.194807 -0.03 -0.06 0.07 0.14
H -0.471264 -0.754498 -4.256131 -0.01 0.03 0.10 0.38
H 0.837742 -3.974623 -2.404675 0.04 -0.03 0.03 0.38
H -3.020712 1.297572 5.372744 -0.06 -0.09 -0.01 0.42
H 1.115025 -0.703497 1.885372 -0.04 0.00 0.08 0.33
H 0.994814 2.296673 -3.606085 -0.07 0.06 0.08 0.35
H -1.489971 3.264827 4.966346 -0.02 0.07 0.02 0.33
H 2.371444 -2.146421 -1.625296 0.09 0.05 0.05 0.38
H -1.556806 -4.184454 -3.476291 -0.03 -0.09 0.01 0.35
H 0.135829 0.472209 -3.135615 -0.06 -0.02 -0.08 0.20
H 2.183362 3.116309 -4.622421 0.03 0.10 0.01 0.41
H 0.913901 2.961059 5.154860 0.07 -0.04 0.01 0.41
H 0.594472 -3.544282 -0.701224 0.07 -0.04 0.03 0.38
H -1.594213 0.262079 5.457736 -0.01 -0.09 0.05 0.38
H -3.604712 -0.456965 3.698714 -0.12 -0.02 0.04 0.50
H 2.353625 -0.286561 -0.054264 0.02 0.06 -0.01 0.52
H 2.654177 -0.644805 -2.527416 0.04 -0.07 0.05 0.55
H -2.803775 -0.546347 2.137274 -0.03 -0.07 -0.17 0.32
H 1.965889 -1.042902 -5.073391 0.11 -0.11 -0.13 0.23
H -0.481961 -1.444830 1.782433 0.03 0.02 0.12 0.33
H -0.803517 -5.453642 -1.099528 -0.05 0.11 0.04 0.36
H 2.710464 1.744751 -6.945779 0.04 0.07 -0.11 0.35
```
Forces are in eV/Å.

Calculated values
relative energy (zero: lowest compared OMol25 entry of this formula, charge and spin) = 0.514 eV
E_LUMO = 0.69 eV
orbital gap = 8.580 eV
molar mass = 348.57 g/mol
HOMO = -7.9 eV
strongest force on any atom = 0.5 eV/A

=====

Entry 5:
Here is the molecule C5H13NO3S from OMol25. Energies are from wB97M-V/def2-TZVPD.

The geometry in XYZ format:
```
23
Properties=species:S:1:pos:R:3:forces:R:3:mulliken_charge:R:1
S -2.376547 -0.126694 0.193277 2.37 -0.14 -0.80 1.10
O -2.282482 0.723556 1.313747 -0.21 1.47 2.25 -0.60
O -2.952291 0.846077 -0.962466 0.60 0.23 0.43 -0.50
O -3.126140 -1.310908 0.281568 -1.15 -1.49 -0.52 -0.65
N -0.038278 1.012972 -0.545530 0.50 -0.12 1.32 -0.29
C -0.470262 -0.318495 -0.334913 -1.69 0.05 -0.98 0.93
C -0.602294 -1.043986 -1.651444 -1.56 1.51 -0.74 -1.77
C 0.194782 1.913622 0.602943 0.61 1.95 -2.18 -1.01
C 0.207653 -1.038741 0.831093 -0.06 -1.55 1.95 -0.68
C 1.715424 -0.789897 0.898197 1.37 -3.57 -1.40 -1.14
H 2.238159 -1.283009 1.793832 -1.03 1.21 -1.00 0.33
H -0.185202 1.474909 -1.436087 -0.09 -0.54 0.27 0.32
H 0.131170 -2.224999 0.906891 -0.62 2.58 -0.72 0.31
H 0.177438 1.419925 1.550902 -0.04 -0.32 0.29 0.36
H -1.484228 -0.604369 -2.213904 1.20 -0.23 0.37 0.42
H -2.515082 1.662731 -0.621435 -0.75 -0.12 -0.77 0.41
H 1.981587 0.207698 0.681518 0.52 1.05 0.31 0.32
H 2.181620 -1.425756 0.010831 -0.78 1.35 1.51 0.28
H -0.298799 -0.652359 1.759972 0.61 -0.47 -0.68 0.38
H -0.899456 -2.033242 -1.509763 -0.21 -1.79 0.40 0.43
H -0.598190 2.728448 0.599717 1.04 -0.80 0.31 0.27
H 0.252746 -1.001034 -2.284079 0.87 0.10 -0.31 0.46
H 1.228031 2.379012 0.406563 -1.50 -0.35 0.69 0.33
```
Forces are in eV/Å.

Calculated values
relative energy (zero: lowest compared OMol25 entry of this formula, charge and spin) = 1.043 eV
E_LUMO = 0.55 eV
orbital gap = 9.522 eV
molar mass = 167.23 g/mol
HOMO = -9.0 eV
strongest force on any atom = 4.1 eV/A

=====

Entry 6:
Here is C27H28N2RuSi as an isolated structure from OMol25. Energies are from wB97M-V/def2-TZVPD.

The geometry in XYZ format:
```
59
Properties=species:S:1:pos:R:3:forces:R:3:mulliken_charge:R:1
Ru 0.466352 0.577577 0.532752 -1.33 -2.00 2.42 0.14
Si 0.493252 0.851236 -1.636643 0.26 -1.66 -4.28 1.10
N -0.818554 -0.668217 2.677923 2.66 -0.33 -1.24 0.57
N 1.827957 -0.305966 2.073974 0.62 -0.66 0.61 -0.27
C 0.051207 -1.097913 3.625554 1.25 0.27 -0.39 0.09
C -2.162698 2.012294 -2.423492 -0.66 -0.67 0.46 -0.30
C 1.459541 -0.318585 -2.968926 -0.13 0.97 0.66 0.53
C 0.612513 2.625109 0.968484 -0.94 0.34 1.16 -1.30
C 3.270222 0.280572 -4.512472 0.57 0.00 0.06 -0.76
C -1.014364 1.913502 2.470958 0.26 -0.37 -0.18 -0.52
C -3.281410 1.927490 -3.279629 0.43 -0.04 -0.02 -0.74
C -2.621262 -1.142944 4.149327 -0.17 0.80 -2.69 -0.79
C 1.437091 -0.966372 3.344683 -1.45 0.00 -0.38 0.32
C 1.403147 -1.569694 -3.608851 0.07 -0.10 -0.23 -0.35
C -3.094171 1.596728 -4.626539 0.23 -0.01 0.56 -0.38
C 3.234444 -0.958399 -5.129609 -0.80 -0.17 0.61 -0.49
C 0.387177 2.193664 2.332280 -0.31 1.15 -1.18 -0.71
C -1.787437 1.620817 -5.114089 0.07 0.17 0.49 -0.52
C 1.931571 -2.147564 5.402762 1.76 0.92 -1.50 -0.68
C 2.445598 0.568103 -3.432714 0.02 0.09 -0.06 -0.35
C -1.636787 1.962095 1.209809 -0.15 0.14 0.42 -0.16
C -0.400911 -1.703077 4.850747 1.44 0.37 -0.38 0.69
C -1.785490 -1.725417 5.079713 0.16 -0.38 0.80 -1.03
C 0.582859 -2.196281 5.718098 -0.85 -0.05 0.02 -0.83
C -0.832718 1.623687 -2.796339 -1.18 1.67 -0.95 0.77
C -2.111239 -0.634318 2.954824 -3.63 -0.09 2.01 -0.77
C -0.699117 1.720107 -4.215790 0.15 -0.97 -0.46 -0.68
C 2.378716 -1.506456 4.216575 0.34 -0.69 1.26 -0.66
C 2.277367 -1.872783 -4.675134 0.23 0.00 0.55 -0.49
C -0.647152 2.387702 0.254773 0.41 0.85 -0.10 -1.37
C -1.040446 -2.474328 -0.074974 0.97 1.16 -0.88 -0.79
H 3.445222 -1.402710 3.967600 -0.51 -0.25 0.30 0.44
H 4.032907 0.990979 -4.801276 -0.04 0.12 -0.03 0.39
H 0.281779 1.812813 -4.678163 0.00 -0.49 0.23 0.40
H 2.442841 0.479039 2.289397 0.15 -0.36 -0.06 0.43
H 2.625297 1.520459 -2.920842 -0.13 -0.13 -0.20 0.23
H 1.792162 1.184601 -0.831513 0.04 0.38 -0.14 -0.11
H 1.132937 2.066836 3.109334 -0.21 0.34 -0.05 0.70
H 0.734504 -2.368015 -3.275933 0.03 0.41 -0.07 0.41
H -4.300564 2.096803 -2.888003 0.79 -0.05 -0.16 0.36
H 0.278845 -2.636731 6.659569 -0.07 -0.13 -0.08 0.44
H -0.967566 -2.825007 0.944607 -0.55 0.09 0.21 0.25
H -1.646940 1.545670 -6.200408 0.30 0.09 0.61 0.38
H -2.166089 -2.144434 5.989318 -0.12 -0.07 0.33 0.46
H 0.001544 -2.144505 -0.326591 -0.31 -1.14 -0.37 0.08
H -3.941283 1.338325 -5.261943 0.24 0.33 0.06 0.41
H -3.679900 -1.081481 4.257670 -0.55 -0.14 0.31 0.46
H -2.685220 1.681969 0.977962 0.95 0.38 0.21 0.49
H -0.864208 2.759558 -0.742054 0.24 0.21 0.63 1.62
H 3.965880 -1.234643 -5.878507 -0.18 0.06 -0.09 0.40
H -2.770313 -0.148538 2.235888 0.14 -0.26 0.23 0.50
H 2.304129 -2.879805 -5.086526 -0.29 0.17 0.06 0.36
H -2.422065 2.367551 -1.419174 0.15 -0.65 -0.31 0.15
H 2.686660 -2.582963 6.065022 -0.40 0.22 -0.19 0.39
H -1.512099 -3.198131 -0.769721 0.69 0.47 0.38 0.33
H -1.491742 -1.475264 -0.212818 -0.78 -0.55 0.61 0.12
H 2.366835 -0.957420 1.504405 0.31 -0.09 0.27 0.41
H 1.508540 3.030520 0.519451 -0.12 0.20 0.22 0.60
H -1.477349 1.632127 3.405231 -0.06 0.10 -0.09 0.66
```
Forces are in eV/Å.

Calculated values
expectation value of S² = 8.81
relative energy (zero: lowest compared OMol25 entry of this formula, charge and spin) = 0.635 eV
E_LUMO (spin up / spin down) = -3.90 / -6.19 eV
orbital gap (spin up / spin down) = 4.334 / 4.672 eV
spin multiplicity = 6
molar mass = 509.69 g/mol
HOMO (spin up / spin down) = -8.2 / -10.9 eV
charge = +1
strongest force on any atom = 4.6 eV/A

=====

Entry 7:
Here is a 2-piece molecular cluster, C2H2FN3S overall from OMol25. Energies are from wB97M-V/def2-TZVPD.

The geometry in XYZ format:
```
9
Properties=species:S:1:pos:R:3:forces:R:3:mulliken_charge:R:1
S -0.155861 -2.781018 -0.284542 0.95 -0.57 0.04 -0.29
F 2.556793 -0.244358 -1.007462 1.37 0.11 -0.14 -0.17
N -1.830800 -0.655475 0.014969 1.45 -0.12 0.06 -0.43
N 0.125202 1.792059 0.471003 -3.14 2.64 0.12 -0.87
N 0.991373 1.085353 0.042076 1.74 -2.27 0.50 0.53
C 1.468091 0.069822 -0.422686 -1.63 0.42 -0.02 0.24
C -0.890985 -1.418041 -0.106338 -2.73 0.57 -0.13 0.41
H -0.260517 1.825390 1.435500 1.66 -0.64 -0.41 0.28
H -2.003300 0.326272 -0.142518 0.33 -0.13 -0.02 0.32
```
Forces are in eV/Å.

Calculated values
relative energy (zero: lowest compared OMol25 entry of this formula, charge and spin) = 3.890 eV
E_LUMO = -0.31 eV
orbital gap = 8.590 eV
molar mass = 119.12 g/mol
HOMO = -8.9 eV
strongest force on any atom = 4.1 eV/A

=====

Entry 8:
Here is the molecule CH3FN2 from OMol25. Energies are from wB97M-V/def2-TZVPD.

The geometry in XYZ format:
```
7
Properties=species:S:1:pos:R:3:forces:R:3:mulliken_charge:R:1
F 2.271351 0.728395 0.145496 0.60 -0.83 0.22 -0.15
N 1.547943 -0.468494 0.073332 -2.32 1.76 -2.63 -0.11
N -0.175971 1.164957 0.026308 -1.87 2.84 0.21 -0.46
C 0.017499 0.037326 -0.458974 3.38 -4.63 -1.71 -0.16
H -1.093745 1.574500 -0.018638 -0.12 0.53 1.13 0.24
H -0.451656 -0.843003 -0.898788 0.01 0.60 0.11 0.41
H 1.331670 -0.700598 0.994669 0.32 -0.27 2.67 0.24
```
Forces are in eV/Å.

Calculated values
expectation value of S² = 2.01
relative energy (zero: lowest compared OMol25 entry of this formula, charge and spin) = 1.864 eV
E_LUMO (spin up / spin down) = 1.24 / -3.15 eV
orbital gap (spin up / spin down) = 6.978 / 7.339 eV
spin multiplicity = 3
molar mass = 62.05 g/mol
HOMO (spin up / spin down) = -5.7 / -10.5 eV
strongest force on any atom = 6.0 eV/A